Here is C36H34Br2EuN2OS as an isolated structure from the OMol25 dataset. Energies are from ωB97M-V with the def2-TZVPD basis set.

Geometry as ORCA input:
```
! wB97M-V def2-TZVPD RIJCOSX def2/J DEFGRID3
* xyz 0 8
Eu -0.188 0.039 -1.250
C -1.300 -0.434 -6.528
C -0.179 -0.967 -5.638
C 0.914 0.099 -5.456
C -0.655 -1.471 -4.291
C 0.164 -2.364 -3.585
C -0.273 -2.980 -2.418
C -1.531 -2.686 -1.874
C -2.072 -3.479 -0.722
C -2.316 -1.728 -2.531
C -1.898 -1.154 -3.735
H -0.902 -0.224 -7.518
H -1.722 0.488 -6.138
H -2.097 -1.166 -6.633
H 0.272 -1.821 -6.159
H 0.593 0.883 -4.766
H 1.139 0.559 -6.416
H 1.834 -0.336 -5.069
H 1.099 -2.679 -4.033
H 0.322 -3.773 -1.980
H -2.588 -4.362 -1.102
H -2.779 -2.893 -0.142
H -1.274 -3.814 -0.065
H -3.319 -1.528 -2.169
H -2.595 -0.530 -4.280
C 1.397 0.694 5.935
C 1.926 1.617 4.828
C 2.545 2.872 5.468
C 3.011 0.876 4.043
C 0.763 2.032 3.939
C -0.209 2.870 4.509
C -1.302 3.324 3.812
C -1.424 2.937 2.489
S -2.639 3.388 1.348
C -1.777 2.508 0.117
N -0.695 1.887 0.534
C -0.466 2.110 1.873
C 0.618 1.639 2.619
C -2.193 2.605 -1.278
C -3.195 3.528 -1.599
C -3.541 3.765 -2.911
C -2.884 3.078 -3.915
C -1.913 2.140 -3.591
C -1.516 1.845 -2.278
H 2.216 0.363 6.569
H 0.920 -0.183 5.504
H 0.671 1.206 6.561
H 3.452 2.616 6.010
H 1.867 3.333 6.180
H 2.796 3.607 4.706
H 3.848 0.645 4.699
H 3.385 1.487 3.223
H 2.634 -0.066 3.646
H -0.101 3.167 5.538
H -2.041 3.961 4.273
H 1.323 0.974 2.133
H -3.694 4.070 -0.808
H -4.303 4.489 -3.153
H -3.124 3.269 -4.951
H -1.430 1.635 -4.416
Br -2.030 -0.994 3.196
C -0.390 -1.725 2.578
C 0.444 -2.443 3.426
C 1.601 -3.012 2.945
Br 2.629 -4.104 4.117
C 2.005 -2.811 1.608
C 3.148 -3.384 1.021
C 3.454 -3.109 -0.287
C 2.666 -2.192 -0.990
N 1.572 -1.643 -0.490
C 1.187 -1.993 0.773
C -0.097 -1.517 1.226
O -0.936 -0.966 0.411
H 0.162 -2.578 4.459
H 3.775 -4.029 1.617
H 4.293 -3.575 -0.773
H 2.950 -1.894 -1.996
*
```

## Properties
LUMO (spin up / spin down), eV: -0.302 / -0.296
Gap between HOMO and LUMO (spin up / spin down), eV: 5.93 / 7.12
Energy relative to the best compared isomer or geometry (same formula, charge and spin), kcal/mol: 11.0

---

Here is C36H34CdN2OP as an isolated structure from the OMol25 dataset. Energies are from ωB97M-V with the def2-TZVPD basis set.

Geometry as ORCA input:
```
! wB97M-V def2-TZVPD RIJCOSX def2/J DEFGRID3
* xyz 1 1
Cd -0.064 0.753 0.539
N 1.749 3.066 -1.483
C 2.795 2.943 -0.637
C 4.032 2.387 -1.069
C 5.141 2.328 -0.225
C 5.019 2.762 1.111
C 3.764 3.181 1.545
C 2.644 3.289 0.741
C 1.321 3.610 1.247
C 1.291 4.856 1.830
C 0.145 5.382 2.391
C -1.000 4.640 2.288
C -1.024 3.429 1.571
C 0.134 2.847 1.086
H 1.892 2.730 -2.439
H 0.805 3.368 -1.194
H 4.141 2.132 -2.091
H 6.047 1.949 -0.644
H 5.825 2.809 1.837
H 3.572 3.393 2.644
H 2.228 5.431 1.718
H 0.181 6.351 2.873
H -1.937 4.943 2.676
H -2.022 2.942 1.464
C -3.067 3.195 -2.699
C -2.388 1.960 -2.106
C -1.872 0.958 -3.124
C -3.124 1.349 -0.934
C -4.389 0.554 -1.149
O -4.160 -0.728 -0.310
C -2.878 -0.653 0.108
N -2.189 0.439 -0.238
C -2.488 -1.917 0.775
C -3.583 -2.602 1.343
C -3.553 -3.956 1.567
C -2.366 -4.673 1.411
C -1.179 -4.029 1.022
C -1.241 -2.600 0.707
P 0.292 -1.787 0.246
C 1.352 -2.424 1.644
C 2.613 -2.999 1.546
C 3.245 -3.419 2.719
C 2.777 -3.160 4.024
C 1.479 -2.616 4.062
C 0.756 -2.262 2.901
C 0.690 -2.629 -1.308
C 0.914 -4.013 -1.357
C 1.018 -4.623 -2.598
C 0.894 -3.901 -3.772
C 0.804 -2.493 -3.719
C 0.608 -1.874 -2.461
H -2.307 3.659 -3.398
H -3.267 3.936 -1.920
H -4.003 2.978 -3.228
H -1.532 2.362 -1.522
H -2.563 0.933 -4.028
H -1.777 -0.078 -2.731
H -0.939 1.299 -3.607
H -3.342 2.226 -0.302
H -4.550 0.259 -2.189
H -5.327 0.995 -0.751
H -4.475 -1.981 1.549
H -4.458 -4.450 1.941
H -2.362 -5.765 1.579
H -0.257 -4.571 1.115
H 3.015 -3.215 0.544
H 4.149 -4.015 2.713
H 3.284 -3.346 4.972
H 0.988 -2.448 4.994
H -0.263 -1.894 3.007
H 1.012 -4.548 -0.441
H 1.220 -5.704 -2.616
H 0.970 -4.485 -4.714
H 0.707 -1.959 -4.673
H 0.435 -0.801 -2.373
*
```

## Properties
LUMO, eV: -3.132
Gap between HOMO and LUMO, eV: 6.37

---

Here is C36H34Cl2O7P2S3Sr as an isolated structure from the OMol25 dataset. Energies are from ωB97M-V with the def2-TZVPD basis set.

Geometry as ORCA input:
```
! wB97M-V def2-TZVPD RIJCOSX def2/J DEFGRID3
* xyz -2 1
Sr -2.310 1.128 -1.196
S -2.050 -1.263 0.692
P -0.341 -0.280 1.160
C -0.021 1.189 0.435
P -0.405 2.693 1.028
S -2.342 3.296 1.024
C 0.310 3.076 2.692
C -0.461 3.422 3.791
C 0.140 3.693 5.017
C 1.519 3.634 5.146
C 2.299 3.288 4.048
C 1.696 3.003 2.835
C 0.518 3.946 0.046
C 1.290 3.555 -1.037
C 1.963 4.501 -1.802
C 1.878 5.845 -1.476
C 1.111 6.244 -0.384
C 0.430 5.300 0.365
C -0.248 -0.231 3.001
C 0.970 -0.223 3.672
C 1.021 -0.063 5.050
C -0.151 0.095 5.775
C -1.373 0.091 5.112
C -1.420 -0.070 3.737
C 1.049 -1.422 0.767
C 0.954 -2.786 1.029
C 2.015 -3.632 0.752
C 3.183 -3.124 0.191
C 3.281 -1.767 -0.080
C 2.218 -0.919 0.212
H -1.537 3.474 3.671
H -0.474 3.949 5.872
H 1.986 3.847 6.101
H 3.378 3.231 4.142
H 2.296 2.717 1.977
H 1.354 2.498 -1.271
H 2.542 4.176 -2.658
H 2.397 6.585 -2.074
H 1.034 7.295 -0.129
H -0.191 5.608 1.200
H 1.891 -0.334 3.109
H 1.979 -0.047 5.556
H -0.113 0.231 6.850
H -2.293 0.223 5.670
H -2.369 -0.077 3.213
H 0.025 -3.180 1.428
H 1.927 -4.694 0.948
H 4.005 -3.790 -0.044
H 4.185 -1.366 -0.526
H 2.259 0.146 0.001
O -3.478 1.902 -4.790
Cl -3.067 2.826 -3.773
O -3.904 2.651 -2.592
O -3.153 4.173 -4.252
O -1.697 2.524 -3.363
C 3.538 0.242 -4.456
S 2.052 1.111 -3.924
C 1.161 -0.309 -3.266
H 4.028 -0.242 -3.610
H 4.218 0.975 -4.888
H 3.302 -0.509 -5.212
H 0.880 -0.989 -4.071
H 0.251 0.024 -2.773
H 1.772 -0.828 -2.527
C -3.711 -5.747 -0.698
C -2.393 -5.311 -1.269
C -1.232 -6.033 -1.052
C -0.025 -5.589 -1.572
Cl 1.412 -6.567 -1.337
C 0.054 -4.401 -2.265
C -1.103 -3.665 -2.497
C -2.326 -4.140 -2.038
O -3.521 -3.543 -2.273
C -3.594 -2.494 -3.244
C -3.236 -1.120 -2.660
O -4.101 -0.556 -1.958
O -2.088 -0.661 -2.907
H -3.596 -6.668 -0.125
H -4.448 -5.908 -1.486
H -4.114 -4.972 -0.044
H -1.266 -6.949 -0.476
H 1.012 -4.031 -2.608
H -1.048 -2.702 -2.989
H -4.637 -2.474 -3.553
H -2.948 -2.730 -4.092
*
```

## Properties
LUMO, eV: 3.934
Gap between HOMO and LUMO, eV: 5.87
Energy relative to the best compared isomer or geometry (same formula, charge and spin), kcal/mol: 2.7

---

Here is a 7-piece molecular cluster, C36H34F51N4O7 overall from the OMol25 dataset. Energies are from ωB97M-V with the def2-TZVPD basis set.

Geometry as ORCA input:
```
! wB97M-V def2-TZVPD RIJCOSX def2/J DEFGRID3
* xyz 1 1
N -3.608 -6.086 -3.841
C -2.927 -4.925 -3.878
N -2.329 -4.358 -4.888
C -1.780 -3.243 -4.415
N -2.018 -3.104 -3.129
C -1.666 -2.059 -2.161
C -2.792 -1.040 -2.038
O -2.434 0.084 -2.797
C -3.461 1.056 -2.806
C -3.053 2.197 -3.707
F -2.778 1.778 -4.953
F -4.072 3.084 -3.776
F -1.970 2.828 -3.207
N -2.777 -4.160 -2.757
H -4.087 -6.457 -4.642
H -3.561 -6.656 -3.013
H -1.213 -2.520 -4.967
H -1.479 -2.525 -1.205
H -0.763 -1.568 -2.488
H -3.016 -0.802 -0.998
H -3.699 -1.468 -2.473
H -3.619 1.420 -1.792
H -4.409 0.666 -3.175
H -3.128 -4.310 -1.821
C -2.761 -9.803 1.266
C -4.189 -10.135 1.737
C -5.294 -10.200 0.680
F -5.469 -9.004 0.069
F -6.456 -10.524 1.282
F -4.546 -9.288 2.730
F -4.129 -11.381 2.273
O -2.307 -8.462 1.435
C -2.513 -7.489 0.504
C -3.369 -6.357 1.071
F -4.571 -6.800 1.448
F -3.560 -5.414 0.090
F -3.027 -7.962 -0.657
F -1.310 -6.947 0.197
H -2.112 -10.375 1.927
H -2.564 -10.177 0.262
H -5.067 -10.960 -0.073
H -2.879 -5.886 1.925
C 1.722 3.379 -1.389
C 0.583 2.869 -0.494
C -0.676 3.720 -0.357
F -0.439 4.915 0.211
F -1.558 3.055 0.437
F 1.071 2.558 0.723
F 0.153 1.693 -1.062
O 2.835 3.986 -0.758
C 2.866 5.333 -0.472
C 3.007 5.594 1.028
F 1.969 5.063 1.703
F 3.015 6.929 1.251
F 1.810 5.980 -1.003
F 3.971 5.829 -1.076
H 2.136 2.472 -1.828
H 1.360 3.972 -2.229
H -1.144 3.873 -1.330
H 3.935 5.160 1.408
C 3.654 6.787 5.538
C 4.278 7.737 6.575
C 5.346 8.720 6.090
F 6.432 8.079 5.613
F 5.742 9.483 7.135
F 4.743 7.024 7.622
F 3.256 8.512 7.037
O 4.136 5.452 5.482
C 5.208 5.090 4.704
C 6.361 4.530 5.539
F 6.800 5.448 6.419
F 7.383 4.207 4.713
F 5.608 6.092 3.894
F 4.785 4.088 3.893
H 2.621 6.671 5.863
H 3.602 7.243 4.549
H 4.944 9.377 5.314
H 6.036 3.640 6.082
C -7.403 -5.495 2.817
C -6.392 -4.807 3.753
C -6.268 -5.334 5.184
F -7.414 -5.183 5.869
F -5.304 -4.627 5.821
F -6.609 -3.476 3.758
F -5.160 -5.005 3.186
O -8.657 -4.868 2.613
C -9.738 -5.111 3.437
C -10.207 -3.835 4.141
F -9.220 -3.321 4.901
F -11.251 -4.135 4.942
F -9.495 -6.107 4.308
F -10.753 -5.517 2.644
H -6.935 -5.454 1.834
H -7.510 -6.555 3.047
H -5.981 -6.390 5.183
H -10.516 -3.088 3.405
C 4.329 5.966 -4.311
C 3.602 4.990 -5.252
C 4.420 3.872 -5.901
F 5.376 4.358 -6.711
F 3.590 3.106 -6.651
F 2.929 5.678 -6.195
F 2.665 4.353 -4.478
O 4.706 7.231 -4.822
C 5.910 7.431 -5.461
C 5.712 7.889 -6.908
F 5.027 6.965 -7.610
F 6.922 8.051 -7.487
F 6.712 6.350 -5.381
F 6.538 8.437 -4.815
H 3.591 6.208 -3.548
H 5.148 5.481 -3.779
H 4.881 3.237 -5.138
H 5.166 8.834 -6.934
C 4.987 0.193 -0.763
C 5.091 -0.365 0.667
C 5.482 -1.834 0.837
F 4.567 -2.659 0.284
F 5.545 -2.116 2.157
F 3.943 -0.109 1.335
F 6.077 0.347 1.276
O 3.691 0.300 -1.342
C 3.102 -0.739 -2.020
C 1.798 -1.160 -1.337
F 2.020 -1.583 -0.082
F 1.230 -2.184 -2.034
F 3.932 -1.775 -2.219
F 2.763 -0.267 -3.246
H 5.315 1.227 -0.679
H 5.694 -0.286 -1.440
H 6.462 -2.029 0.392
H 1.104 -0.316 -1.310
*
```

## Properties
LUMO, eV: -2.981
Gap between HOMO and LUMO, eV: 9.90

---

Here is C36H35AlF5GeN3O3STe as an isolated structure from the OMol25 dataset. Energies are from ωB97M-V with the def2-TZVPD basis set.

Geometry as ORCA input:
```
! wB97M-V def2-TZVPD RIJCOSX def2/J DEFGRID3
* xyz 0 1
Al 0.975 -0.610 -2.238
N 2.046 1.097 -2.994
C 1.972 2.297 -2.199
C 3.115 2.725 -1.543
C 3.107 3.896 -0.807
C 1.956 4.666 -0.754
C 0.813 4.230 -1.403
C 0.786 3.025 -2.100
C -0.504 2.566 -2.686
C -1.222 3.371 -3.571
C -2.379 2.914 -4.188
C -2.907 1.675 -3.812
C -2.252 0.894 -2.880
C -1.004 1.290 -2.365
H 3.021 0.850 -3.136
H 1.681 1.239 -3.935
H 4.019 2.130 -1.610
H 4.003 4.211 -0.289
H 1.940 5.591 -0.193
H -0.094 4.820 -1.358
H -0.828 4.350 -3.815
H -2.892 3.534 -4.910
H -3.846 1.340 -4.235
H -2.651 -0.058 -2.551
F 0.817 -0.949 -3.938
Te -0.214 1.041 -5.576
F -0.757 1.854 -7.149
F -1.000 -0.524 -6.396
F 0.958 2.575 -5.476
F 1.349 0.294 -6.248
O -0.278 0.459 -1.637
S -0.254 -2.723 -1.768
C -1.536 -2.631 -2.886
N -2.814 -2.872 -2.564
C -3.700 -2.844 -3.727
C -2.753 -2.355 -4.845
N -1.455 -2.345 -4.176
H -3.057 -3.259 -1.669
H -4.531 -2.161 -3.557
H -4.106 -3.834 -3.938
H -3.000 -1.360 -5.213
H -2.733 -3.036 -5.694
H -0.615 -1.983 -4.605
O 2.525 -0.079 0.869
C 2.372 -1.070 0.196
O 2.241 -1.022 -1.123
C 2.318 -2.441 0.832
C 1.080 -2.605 1.730
Ge 0.615 -1.168 2.979
C 2.026 -0.595 4.185
C 3.243 -1.266 4.270
C 4.194 -0.909 5.217
C 3.935 0.128 6.101
C 2.725 0.804 6.035
C 1.780 0.443 5.085
C -0.720 -2.043 4.141
C -1.834 -2.680 3.588
C -2.781 -3.308 4.384
C -2.628 -3.320 5.763
C -1.523 -2.708 6.332
C -0.581 -2.077 5.528
C -0.279 0.346 2.135
C 0.258 1.632 2.192
C -0.406 2.705 1.618
C -1.621 2.510 0.974
C -2.155 1.235 0.888
C -1.486 0.164 1.464
H 3.226 -2.529 1.429
H 2.324 -3.216 0.065
H 1.177 -3.524 2.308
H 0.192 -2.716 1.101
H 3.456 -2.086 3.594
H 5.134 -1.442 5.267
H 4.673 0.406 6.842
H 2.514 1.608 6.729
H 0.833 0.971 5.051
H -1.969 -2.698 2.512
H -3.638 -3.790 3.930
H -3.366 -3.806 6.389
H -1.390 -2.722 7.407
H 0.277 -1.608 5.995
H 1.215 1.791 2.673
H 0.028 3.696 1.667
H -2.148 3.350 0.539
H -3.093 1.074 0.370
H -1.919 -0.826 1.384
*
```

## Properties
LUMO, eV: 0.030
Gap between HOMO and LUMO, eV: 8.74
Energy relative to the best compared isomer or geometry (same formula, charge and spin), kcal/mol: 0.0

---

| no. | maximum force (Eh/bohr) |
| --- | --- |
| 1 | 0.06069 |
| 2 | 0.07379 |
| 3 | 0.00919 |
| 4 | 0.03315 |
| 5 | 0.01268 |